DFT (ωB97M-V/def2-TZVPD) results for a structure of composition B9F36Zn2.

The geometry in XYZ format:
```
47
Properties=species:S:1:pos:R:3:forces:R:3
B 0.86717 15.35453 3.04318 -1.4581 0.8770 1.5618
F -3.20163 14.61162 14.08199 -0.9424 -1.7286 -1.2341
F 0.14770 9.65215 4.97197 -1.4242 0.3742 -0.7256
F -4.54478 15.21049 9.24643 -1.1454 -2.1268 1.4607
F 2.63837 15.26969 8.36799 0.7661 -0.3280 -0.4346
F -5.48028 17.10559 8.27998 -0.6360 0.3095 0.2162
F 0.97945 12.57619 13.17066 -1.0883 0.4724 -1.1411
F 1.89438 10.85468 5.73539 0.8833 1.8520 0.3069
F -3.40595 9.19662 8.80187 -1.7647 -0.3293 -1.8292
B 1.45254 9.60784 5.32499 0.1968 -0.9904 -0.4251
F 0.48190 12.32272 15.42773 -2.1948 -0.2980 0.7311
F 0.14315 16.54137 2.98499 0.2330 1.8951 0.1694
B 8.25053 17.36375 6.30928 1.5775 0.3236 0.5797
F 1.04217 14.99686 1.76449 1.2533 -1.2673 -2.1556
F -2.04802 16.43118 14.08233 0.5860 1.1752 -0.8371
F -2.65021 10.65352 10.19963 0.0418 1.4983 1.6166
Zn -1.77614 14.49885 11.14371 0.3096 0.3573 -0.2949
F 2.23919 9.21175 4.21008 0.4044 -0.0288 -0.3016
F 1.60078 8.72452 6.35111 0.6054 -0.9656 0.9048
F 2.21511 11.27427 14.52221 0.6306 -1.7180 -0.2877
B -2.89638 9.29891 10.07349 1.6480 -0.8062 -2.2093
F 5.69521 11.62153 9.10845 -2.6121 -0.2834 -3.0966
F 2.06477 15.46849 3.79812 0.6296 -0.0071 -0.2538
F 9.01549 16.91173 7.41061 -0.0402 -0.5746 -0.0837
B -4.33025 16.39638 8.56347 0.4115 -0.4429 -0.4184
B 1.44136 12.41546 14.46043 0.9479 -0.7250 0.6643
F -3.45531 17.04395 9.38627 1.3380 2.0153 1.8162
F -2.64864 15.55829 16.06088 -0.0469 -0.2284 1.0286
B 6.51649 11.83602 10.15757 0.1780 -0.2344 1.4830
F 7.18046 10.64083 10.32730 1.0952 -1.2220 0.5826
F -4.26697 16.58125 14.82180 0.4760 -0.5431 -0.3301
F -1.69153 8.59027 9.97787 0.9548 -0.2485 0.9573
B -3.07393 15.79429 14.78342 0.1037 1.1586 0.3135
F 7.86025 18.63446 6.60222 -0.7164 1.7367 0.2257
F 9.08298 17.40791 5.17697 0.4124 -0.2738 -0.6940
F -3.71392 8.66284 10.95329 -1.1097 0.0314 1.6481
F 2.24783 13.42867 14.85524 1.4060 2.4372 0.0815
F 0.00287 14.53748 3.72736 -0.1965 -1.6439 0.5476
F 0.49842 14.56805 8.77188 -1.8437 -2.2334 -0.7250
F 0.85897 16.67323 7.94866 0.4145 -0.3662 0.3610
F -3.65059 16.05553 7.45360 0.5837 -0.1685 -2.2965
Zn 4.70732 13.40385 5.89252 -1.1053 0.1838 1.0557
F 7.34659 12.83253 9.79733 2.0044 1.8116 -0.6049
B 1.36150 15.64293 8.77655 -0.5867 1.0307 -1.2097
F 7.15750 16.58543 6.05143 -1.2071 -1.4055 -0.2532
F 1.31309 15.97114 10.08578 0.5647 1.6006 2.5501
F 5.81544 12.20285 11.26817 -0.5378 0.0470 0.9792
```
Forces are in eV/Å.

Computed properties:
HOMO level: -0.04617 hartree
largest force on an atom: 0.0790 hartree/bohr
ΔE to the lowest compared entry with this formula, charge and spin: 287.1 kcal per mole
electronic energy: -7378.90961 Ha
total charge: -5
orbital gap: 0.058 Eh

DFT (ωB97M-V/def2-TZVPD) results for a structure of composition BCdH14O9P.

The geometry in XYZ format:
```
26
Properties=species:S:1:pos:R:3:forces:R:3
O -0.22610 1.14306 0.57620 -1.1824 2.3697 2.4856
O -0.09416 3.62038 0.55581 5.0825 2.1807 1.7230
O -1.47160 2.86606 -0.99902 -1.6764 -3.5240 -3.7290
H 0.43077 1.15073 2.06900 -0.7964 0.3795 -1.4067
H -2.80393 -0.37291 0.15004 0.0393 0.8046 0.4347
P -1.00817 2.47072 0.40674 -1.9964 5.7143 1.0333
O 0.78059 1.10986 2.95905 1.2876 -0.2697 1.9261
O -0.47985 0.79995 -2.12380 1.1098 -2.0534 -3.3232
H 0.36596 -2.07649 -2.81986 -0.3660 0.0482 -0.1900
H -2.54840 -1.48272 -0.84741 -0.0363 -0.2451 -0.1413
O -2.11894 -0.75403 -0.39929 -1.7799 -0.8038 -0.3012
H 2.52865 -0.07451 0.71496 -0.2021 -0.2720 0.5075
H -0.03242 1.12743 -2.90406 0.1597 0.0814 -0.0378
H 2.16204 1.05556 -0.22334 -0.4280 0.7722 0.1103
H 1.66158 -1.84722 -2.07107 0.3830 -0.0485 0.3958
O 0.72580 -1.64777 -2.04337 0.8998 -1.2311 -2.0965
H 0.44280 -1.31157 1.36268 -0.6241 3.1463 2.4650
H -0.96430 1.55512 -1.79024 -1.8467 3.3764 1.6049
H 0.37709 0.32989 3.33992 -0.1523 -0.1306 -0.0569
O 2.03200 0.11809 -0.08032 3.5978 0.2948 -0.4699
B 0.52022 -2.28313 0.89974 0.2611 -0.6622 0.6712
H 1.56641 -2.36003 0.64711 4.1688 -0.4636 -1.6229
H -0.15486 -2.42791 0.07056 -2.5128 -0.9964 -3.1447
O -2.12476 2.80016 1.39252 -1.3892 -2.7091 0.8205
H 0.38648 -3.09373 1.59924 -0.9910 -2.9104 2.8892
Cd 0.04708 -0.41492 -0.44180 -1.0093 -2.8481 -0.5468
```
Forces are in eV/Å.

Computed properties:
HOMO level: 0.07171 hartree
largest force on an atom: 0.1194 hartree/bohr
ΔE to the lowest compared entry with this formula, charge and spin: 0.0 kcal per mole
electronic energy: -1219.38084 Ha
total charge: -2
orbital gap: 0.084 Eh

DFT (ωB97M-V/def2-TZVPD) results for a cluster of 8 separate species, BF4H14O7 in total.

The geometry in XYZ format:
```
26
Properties=species:S:1:pos:R:3:forces:R:3
H 0.30254 2.11022 3.27922 -0.0142 -0.0683 -0.0623
H 0.44696 2.73141 -1.59065 0.2326 0.0572 -0.1487
F -0.64861 -1.64041 0.66304 0.1212 -0.1173 -0.1477
O -0.67942 -1.50456 3.64980 0.2398 -0.0121 0.1881
H 1.73725 -0.39652 1.25234 0.0369 0.0846 0.0346
H 0.35173 -3.07554 -0.75337 -0.0857 -0.3984 -0.1299
B -0.40023 -0.66495 -0.29443 -0.0997 0.8745 -0.5249
O -3.22696 1.37062 -2.39949 -0.1674 -0.0228 0.2919
O 1.02259 3.50557 -1.49091 -0.1641 0.0414 0.0758
H -2.79758 0.91501 -3.12872 0.1343 -0.0102 0.0853
H -0.13388 1.43339 1.97718 -0.1421 -0.1383 0.1243
H 0.45916 4.19003 -1.11649 -0.0076 -0.1149 -0.0060
O -0.42925 1.62603 2.88326 0.1451 0.0586 -0.0272
O 0.27510 -4.04351 -0.83106 0.1987 0.1833 0.0012
H -0.57747 -0.56224 3.84005 -0.0456 -0.0085 -0.2330
H -2.86622 0.92874 -1.60887 -0.0295 0.1833 -0.4947
F -1.56547 -0.17715 -0.90118 0.0921 -0.6201 0.1945
H 2.13314 -1.53099 2.19642 -0.0089 0.0800 -0.0001
F 0.22478 0.44976 0.31470 0.3650 0.2000 0.4328
H 0.51213 -4.37249 0.04042 -0.0774 0.0618 0.0051
O 2.42105 -0.66784 1.88231 0.0018 -0.0861 -0.0062
H -0.31981 -1.60067 2.75874 -0.3040 0.1023 -0.0455
F 0.50907 -1.12409 -1.29425 -0.2895 -0.3858 0.4507
O 0.74260 0.89463 -3.14379 0.2450 -0.1596 0.2281
H 1.48816 0.92241 -3.75081 -0.0260 0.0883 0.0804
H 1.01865 0.28315 -2.43344 -0.3507 0.1271 -0.3667
```
Forces are in eV/Å.

Computed properties:
HOMO level: -0.29657 hartree
largest force on an atom: 0.0199 hartree/bohr
ΔE to the lowest compared entry with this formula, charge and spin: 1.2 kcal per mole
electronic energy: -959.75257 Ha
total charge: -1
orbital gap: 0.407 Eh

DFT (ωB97M-V/def2-TZVPD) results for a cluster of 9 separate species, BF4H16O8 in total.

The geometry in XYZ format:
```
29
Properties=species:S:1:pos:R:3:forces:R:3
H -0.75248 2.45055 1.49321 0.1027 0.3172 -0.1761
O 1.49152 -2.10245 -1.10979 0.6092 -0.1671 -0.6258
H -0.31648 0.99255 1.34921 -0.1076 0.9096 0.9214
O -2.87348 -0.00645 2.06321 -0.0439 0.2794 0.1960
H 0.69752 -1.88945 -1.58679 -0.6461 0.0385 -0.3796
H -2.54748 -0.34545 1.22021 -0.3006 -0.1201 0.3174
H 1.68352 1.15555 -0.28779 -1.0118 0.1764 -0.8143
O -1.57848 -3.16545 1.51021 -1.3170 1.0352 -0.0748
H -2.14548 0.57355 2.33321 -0.1080 0.0882 0.1389
F -0.05248 0.00655 0.07621 0.8782 -0.5296 -0.0809
F -0.56548 -0.65145 -2.02879 -0.4715 -1.0000 -0.7246
O -0.09548 3.18955 -0.38179 -0.8925 -0.3250 -0.9265
O -0.51648 1.69255 2.02621 0.1800 -0.9267 -0.0847
H 2.24552 1.79255 0.97821 -0.2694 0.1711 0.0165
H 0.39752 3.24555 -1.20879 0.4614 0.1401 0.1766
H 1.95252 -0.36845 1.12121 0.3078 0.4423 0.0373
H -1.04748 -3.89645 1.29121 1.1851 -1.4278 -0.2811
B -1.08248 -0.20745 -0.82679 -0.8347 0.9386 1.9542
H 1.76052 -1.63445 0.33821 0.1751 0.2552 0.9135
H -0.82448 2.59855 -0.69779 0.5796 0.4433 0.6648
H 1.74852 -2.99845 -1.29479 0.0050 -0.5044 -0.1942
O 2.03152 -1.31345 1.22221 0.1686 -0.9018 0.5204
F -1.98648 -1.08145 -0.16779 0.1905 0.0455 -1.8123
H -1.95148 -2.88545 0.65721 0.2024 0.2062 0.5479
H 1.73352 0.63455 -2.85479 1.0583 -0.1198 -0.4913
O 1.25252 1.23255 -2.29679 -0.0177 0.4526 -0.2276
O 2.46852 1.24455 0.22321 1.5569 0.2788 0.9093
F -1.62948 1.07755 -1.00679 -0.9233 -0.3411 -0.6506
H 0.50252 0.65955 -2.15379 -0.7167 0.1451 0.2304
```
Forces are in eV/Å.

Computed properties:
HOMO level: -0.23305 hartree
largest force on an atom: 0.0452 hartree/bohr
ΔE to the lowest compared entry with this formula, charge and spin: 21.6 kcal per mole
electronic energy: -1036.16455 Ha
total charge: -1
orbital gap: 0.331 Eh

DFT (ωB97M-V/def2-TZVPD) results for a structure of composition BF4Tl.

The geometry in XYZ format:
```
6
Properties=species:S:1:pos:R:3:forces:R:3
F -0.95100 -0.47907 -0.89290 -0.8691 0.2165 -0.2353
F -0.21485 0.02438 1.20144 -0.9404 -0.0326 -0.3824
B 0.12496 -0.53818 -0.02101 -0.5137 1.6195 1.1253
F 0.55447 -1.84367 0.08262 1.4006 -3.4605 0.3257
Tl -0.67129 2.68405 0.10401 -0.2257 1.2839 0.2498
F 1.15770 0.15249 -0.47415 1.1483 0.3732 -1.0831
```
Forces are in eV/Å.

Computed properties:
multiplicity: 2
HOMO level (spin up / spin down): -1.17818 / -1.13760 hartree
largest force on an atom: 0.0729 hartree/bohr
ΔE to the lowest compared entry with this formula, charge and spin: 32.2 kcal per mole
electronic energy: -595.02468 Ha
total charge: +3
orbital gap (spin up / spin down): 0.294 / 0.263 Eh

Among the records above, which one has the highest largest force on an atom?
BCdH14O9P

The highest largest force on an atom belongs to which entry?
BCdH14O9P

Look up the total charge of the fifth one.
+3

What is the formula in the first record?
B9F36Zn2